This record from the OMol25 dataset describes a 2-piece molecular cluster, C2H4ClPS overall in a non-equilibrium geometry. The level of theory is wB97M-V/def2-TZVPD.

Structure (XYZ):
```
9
Properties=species:S:1:pos:R:3:forces:R:3:nbo_charge:R:1
P -0.3729 0.3840 1.4355 0.83 -0.79 -0.29 0.65
S -1.8812 -0.7848 1.5171 -0.96 -0.52 0.57 -0.59
H 0.0437 1.1417 2.5472 -0.29 0.26 -0.17 -0.01
H 0.8254 -0.3223 1.1726 -0.01 0.39 0.12 -0.02
H -0.4737 1.1701 0.2998 0.37 0.83 0.11 0.00
C 0.1848 -0.9081 -1.2988 -1.97 -1.84 1.08 -0.29
C 0.6472 -0.0978 -2.0439 1.14 0.96 -0.67 -0.13
Cl 1.5031 1.0196 -2.9497 -0.60 -0.64 0.46 0.11
H -0.4764 -1.6024 -0.6797 1.47 1.36 -1.21 0.29
```
Forces are in eV/Å.

Strongest force on any atom in eV/A: 2.90
2S+1: 1
Frontier orbital gap in eV: 9.625
Relative energy (zero: lowest compared OMol25 entry of this formula, charge and spin) in kcal/mol: 42.0
HOMO level in eV: -9.085
Total energy in eV: -34782.153
Lowest unoccupied orbital energy in Ha: 0.01983
SMILES: [PH3]=S.C#CCl